--- one ---
43
Properties=species:S:1:pos:R:3 method="wB97M-V/def2-TZVPD" e_lumo_ha=0.00240 charge=0 gap_ev=8.767 smiles="COc1cc(OC)cc(C(=O)NNC(=O)CCC(=O)c2cccs2)c1"
C -6.51590 0.52596 0.78683
H -7.25410 1.20550 1.20926
O -5.30366 1.24274 0.77345
C -4.19312 0.63360 0.29271
C -4.15346 -0.66117 -0.20029
C -2.95428 -1.20359 -0.67001
C -1.79482 -0.44290 -0.66421
C -1.84117 0.86348 -0.17297
C -3.02074 1.39416 0.31393
H -3.04212 2.39593 0.70941
C -0.60894 1.68843 -0.08713
O -0.38709 2.50780 0.78534
N 0.27418 1.49880 -1.10542
N 1.57660 1.98658 -0.97781
C 2.59781 1.19441 -1.39460
O 2.38395 0.20111 -2.06201
C 3.96823 1.67566 -0.97421
H 4.70438 1.25375 -1.65969
H 4.01472 2.76418 -1.01364
C 4.28055 1.19208 0.45452
C 4.25532 -0.32895 0.47545
O 5.22936 -0.98649 0.18414
C 2.98278 -0.95703 0.81613
C 2.65990 -2.27582 0.60736
C 1.35161 -2.59181 1.00569
C 0.69028 -1.51887 1.52552
S 1.64829 -0.10452 1.53346
H -0.31141 -1.47224 1.90715
H 0.91919 -3.57304 0.91961
H 3.35164 -2.97016 0.16684
H 5.28520 1.52270 0.72215
H 3.56122 1.60338 1.16402
H 1.64952 2.67625 -0.23822
H 0.22900 0.72327 -1.75578
H -0.86094 -0.86760 -0.99546
O -3.03485 -2.48840 -1.10636
C -1.87391 -3.10372 -1.61456
H -1.49211 -2.57780 -2.49503
H -2.17695 -4.10952 -1.90043
H -1.08554 -3.16404 -0.85774
H -5.02467 -1.29394 -0.23226
H -6.44610 -0.36835 1.41374
H -6.82325 0.23930 -0.22365

=====

--- two ---
43
Properties=species:S:1:pos:R:3 method="wB97M-V/def2-TZVPD" e_lumo_ha=0.00674 charge=0 gap_ev=9.586 smiles="CC(=O)Nc1ccc(S(=O)(=O)N(CC(=O)O)Cc2ccccc2)cc1"
C -4.33504 -5.67708 0.75251
C -3.77050 -4.41636 0.13792
O -4.39218 -3.69254 -0.59829
N -2.46810 -4.19586 0.52145
C -1.61356 -3.16081 0.16181
C -0.33031 -3.15361 0.71714
C 0.56310 -2.15240 0.39386
C 0.17742 -1.15515 -0.48306
C -1.08578 -1.15060 -1.04745
C -1.98601 -2.14797 -0.72560
H -2.97347 -2.15565 -1.15553
H -1.35583 -0.36560 -1.73529
S 1.33650 0.11817 -0.93706
O 1.44493 0.16016 -2.37859
O 2.55988 -0.05249 -0.21026
N 0.50489 1.51525 -0.55623
C 0.98865 2.70505 -1.23925
H 1.97548 2.50057 -1.66731
H 1.07494 3.54580 -0.54970
C 0.01222 3.05755 -2.37493
O -0.54721 4.11597 -2.44108
O -0.17573 2.08530 -3.25166
H 0.40846 1.30488 -3.06967
C -0.01387 1.66817 0.79356
C 1.01231 2.14275 1.78951
C 1.15196 3.49770 2.06691
C 2.13132 3.93915 2.94009
C 2.97839 3.02929 3.54822
C 2.83418 1.67640 3.29017
C 1.85528 1.23501 2.41820
H 1.74851 0.18049 2.21559
H 3.48684 0.96217 3.76934
H 3.74491 3.37301 4.22670
H 2.23105 4.99467 3.14528
H 0.48144 4.21222 1.60963
H -0.85128 2.37109 0.73924
H -0.39931 0.68683 1.08202
H 1.56116 -2.13045 0.80211
H -0.03601 -3.93824 1.39934
H -2.06399 -4.87617 1.15115
H -3.75055 -6.54100 0.44285
H -5.36155 -5.80465 0.42221
H -4.31506 -5.60961 1.83830

=====

two is preferred energetically. Next in line: 121.6 kJ/mol higher.